A molecular structure, C18H18ClLuO5 in a non-equilibrium geometry, computed with ωB97M-V with the def2-TZVPD basis set.

Structure (XYZ):
```
43
Properties=species:S:1:pos:R:3:forces:R:3
H 0.956609 -3.320743 -0.745090 -0.2 -0.4 0.1
H -1.034010 -0.843851 -2.368149 0.2 -0.5 -0.2
H 0.437230 -1.567645 -1.582850 -0.3 0.1 -0.2
H -2.622885 2.137117 -2.263737 0.1 0.0 0.4
H 3.080310 0.335458 2.783076 0.1 -0.1 -0.4
H 3.727690 -0.073284 -1.533040 0.0 0.2 0.2
O 0.451160 5.776961 -0.610124 0.4 -0.8 0.6
C 3.147054 0.530412 1.712015 -0.1 -0.9 -1.1
C -1.478609 -2.090017 -0.759278 0.2 0.2 0.3
C -2.239198 -4.210579 0.146924 0.1 0.3 0.0
H 3.975011 -1.313104 0.814561 0.0 0.2 0.2
C -2.440967 2.736494 1.059282 -0.3 0.6 -0.9
H -3.507580 1.009058 0.067931 0.5 0.4 -0.1
H 1.323423 -5.747961 -0.231702 -0.4 0.2 0.1
C -2.021073 -5.536999 0.473584 0.0 -0.1 0.1
C 0.134708 -3.968631 -0.430708 -0.5 0.4 -0.3
C 2.918247 1.610955 -0.385180 0.0 -1.2 0.0
H -2.851233 -6.153679 0.830579 0.3 0.3 -0.1
H -0.563865 -7.144298 0.600661 -0.1 0.3 -0.1
C 3.582511 -0.304015 0.715592 -0.3 0.7 1.6
H -2.466701 -1.710931 -0.512013 0.0 0.1 -0.1
H 2.730128 2.357959 -1.151268 0.1 -0.1 0.2
C -2.414040 2.488223 -1.252587 -0.5 0.4 0.7
H -1.337308 4.696414 1.044733 0.2 -0.3 -0.2
O 1.190632 1.932020 1.346260 0.2 -0.5 -0.2
H -2.679150 2.626759 2.116203 0.1 -0.1 -0.3
O -0.508196 -0.006265 -0.603745 0.0 -2.1 -0.6
C -1.179664 -3.376298 -0.350062 0.3 -1.6 0.5
Cl 1.505885 5.466754 0.411142 0.6 0.6 0.3
C 0.329834 -5.304616 -0.118599 0.2 0.1 0.0
C -1.723781 3.847847 0.493106 -1.3 0.0 -0.3
C -0.563823 -1.139005 -1.409858 0.1 1.3 0.3
C -0.735657 -6.098180 0.345451 -0.2 0.8 -0.3
O 2.398277 4.368876 -0.119239 -1.3 0.5 0.2
O 0.857859 5.010498 1.689435 0.3 0.0 -1.3
H -1.288505 4.395506 -1.647643 0.1 -0.2 0.4
C -1.697036 3.686215 -0.929801 -1.0 -0.1 0.3
H -3.234486 -3.763273 0.246103 0.3 -0.3 0.0
Lu -0.390014 1.886068 0.081201 2.5 0.1 0.9
C -2.867777 1.894570 -0.024755 -0.4 0.7 -0.2
H 3.083812 2.698298 1.518286 0.0 -0.1 -0.2
C 2.568324 1.816668 1.108103 0.6 -0.5 -0.2
C 3.446854 0.364245 -0.574800 -0.7 1.6 -0.2
```
Forces are in eV/Å.

Computed properties:
Energy relative to the best compared isomer or geometry (same formula, charge and spin), kJ/mol: 135.2
E_LUMO, eV: -3.97
Total energy, eV: -75329.238
Largest force on an atom, eV/Å: 2.68
HOMO level, eV: -7.1948

Atomic partial charges in e from the Löwdin method, atoms 1 to 2: atom 1 (H): 0.123, atom 2 (H): 0.150

=====

A molecular structure, C18H18ClN2O4SYb in a non-equilibrium geometry, computed with ωB97M-V with the def2-TZVPD basis set.

Structure (XYZ):
```
45
Properties=species:S:1:pos:R:3:forces:R:3
H 3.315047 0.129775 -3.593540 0.0 0.0 0.0
C 0.651617 -1.646036 1.332819 -0.1 0.0 0.0
H -0.187463 -2.282838 -4.334995 0.0 0.0 0.0
C 2.662633 -0.315619 2.078071 -0.1 0.0 0.0
C -0.218582 -0.963766 -2.662282 -0.2 0.0 0.1
C 2.186187 1.292348 -1.289405 -0.1 0.1 0.3
H 3.514732 2.561538 -0.931668 -0.1 0.0 0.1
C 0.299705 0.389378 2.550155 0.0 -0.1 0.0
O 1.595428 1.488490 -0.250182 -0.2 0.1 -0.1
C -1.608288 -1.354770 -2.139371 0.2 -0.1 -0.3
C 1.177142 -0.518738 1.966161 0.0 0.0 0.0
C -1.252678 -3.189043 0.758855 0.0 0.1 -0.1
H -2.978182 0.659229 3.425896 0.0 0.0 0.0
O 3.308716 1.901586 -1.614285 0.2 -0.1 -0.3
Cl -3.545523 1.568194 0.320989 -0.3 0.0 0.2
H -2.103132 -3.526468 1.350143 0.0 0.0 0.0
H -2.640285 -1.171471 1.913717 0.0 0.1 -0.1
N 0.410000 -0.054230 -1.930526 -0.1 0.0 -0.2
S 1.527824 4.677146 1.160800 0.5 0.4 0.0
H -1.602217 -3.068153 -0.267510 0.0 0.0 0.0
C 0.333076 3.632082 1.001812 -0.7 -0.5 0.0
H -1.563488 1.306741 4.276777 0.0 0.0 0.0
H 2.999809 0.440156 1.367978 0.0 0.0 0.1
C 2.312181 -0.199877 -3.362067 0.1 0.1 0.1
H 3.199539 -1.243219 1.883144 0.0 0.0 0.0
H 2.922493 0.035764 3.076166 0.0 0.0 0.0
C -2.715156 2.171406 -1.213497 0.1 0.0 -0.4
H 2.133952 -1.580992 -4.999640 0.0 0.0 0.0
C -1.993496 1.104811 3.295527 0.0 0.0 -0.1
H -2.108229 2.059243 2.782552 0.0 0.0 0.0
C 1.649894 -1.150554 -4.133238 -0.1 0.0 0.0
H -0.485102 -3.962051 0.773442 0.0 0.0 0.0
C -0.716559 -1.897490 1.306458 0.1 -0.1 0.1
N -0.534169 2.839900 0.885280 0.4 1.0 0.4
O -1.919944 -0.733952 -1.067288 -0.4 -0.5 -0.4
H 0.697941 1.236672 3.095816 0.0 0.1 -0.1
H -3.319470 1.754006 -2.018988 0.0 -0.1 0.0
O -2.229479 -2.212286 -2.736205 0.0 0.0 0.0
C -1.578650 -0.958452 1.883145 0.1 0.0 0.3
Yb -0.997240 0.961853 -0.136881 0.5 -0.3 -0.1
C 0.371420 -1.543207 -3.779071 0.1 0.0 -0.1
H -2.866923 3.248405 -1.197105 0.1 0.0 0.1
C -1.084499 0.181889 2.525536 0.0 -0.2 0.4
C 1.648707 0.313158 -2.265939 -0.1 -0.1 -0.2
H 1.330703 -2.380579 0.912443 0.0 0.0 0.0
```
Forces are in eV/Å.

Computed properties:
Energy relative to the best compared isomer or geometry (same formula, charge and spin), kJ/mol: 82.4
2S+1: 2
E_LUMO, eV: -1.04
Total energy, eV: -85019.818
Largest force on an atom, eV/Å: 1.17
HOMO level, eV: -8.1709

Atomic partial charges in e from the Löwdin method, atoms 1 to 2: atom 1 (H): 0.125, atom 2 (C): -0.013

=====

A single C18H18ClN3O3S molecule in a non-equilibrium geometry, computed with ωB97M-V with the def2-TZVPD basis set.

Structure (XYZ):
```
44
Properties=species:S:1:pos:R:3:forces:R:3
C 2.391437 0.654436 4.881621 -0.2 0.6 1.4
C 1.586143 0.820917 3.777732 -1.0 0.3 0.1
C 2.688317 -0.991127 2.714077 0.9 -0.3 1.1
H -1.744581 1.064997 -0.171067 0.8 -0.4 0.4
H -0.090679 2.640711 -1.648819 0.0 -0.3 -0.4
C -4.460327 -1.509028 -2.754550 -0.3 -0.2 -0.3
H 1.139234 0.333329 -4.643044 -0.4 0.9 0.4
H 1.187812 0.496156 -1.571070 0.6 0.3 0.4
C 0.378474 -0.017393 -2.044413 -1.4 -0.8 -0.7
C -4.177004 -1.951967 -1.467113 0.9 0.2 0.5
H 1.078434 -0.785481 0.884069 0.0 0.5 0.6
C -2.292513 -0.414254 -2.948500 0.1 0.1 0.5
H 0.201866 1.811753 -5.011077 0.0 0.1 0.1
H -1.735999 2.171851 -1.950522 0.2 0.0 -0.3
H 2.154886 1.323034 5.714358 0.4 -0.4 -0.1
C -0.285895 0.930183 -3.076057 0.6 0.8 0.2
N -0.969249 0.421746 0.030918 1.7 -0.7 1.1
H 4.269502 -1.929659 3.866056 -0.3 0.1 0.0
C -2.933730 -1.605083 -0.926001 -0.4 0.1 -0.7
Cl -5.277797 -2.933788 -0.481905 0.5 0.6 -0.8
H -2.633693 -1.911843 0.055452 -0.1 -0.2 0.4
N 4.087442 -0.600231 6.147408 1.1 -0.4 1.9
O 3.921445 0.173416 7.078621 0.3 -0.2 0.0
H 0.768536 -0.905582 -2.570971 0.0 0.4 0.0
N 0.900686 0.002171 1.521360 -1.3 -0.6 -2.0
C -2.011336 -0.858570 -1.659378 1.1 -0.3 0.3
C -0.637110 -0.556145 -1.002664 -1.1 0.7 -1.0
H 1.565153 1.887015 -3.830016 -0.8 -0.4 -0.2
S -0.638189 2.201189 1.850531 0.2 0.1 0.3
H 0.781853 1.547084 3.866428 0.4 -0.1 -0.3
C -0.169626 0.787891 1.108529 -0.9 0.8 0.2
H -3.806483 -0.376863 -4.457979 0.1 0.0 0.0
H -5.397873 -1.821957 -3.229667 0.4 0.3 0.2
H 2.883323 -1.640239 1.868049 -0.2 0.0 0.0
C 3.489050 -1.170346 3.855957 0.0 0.4 -0.2
C 3.355616 -0.334098 4.990731 -1.5 -0.7 -3.7
O -1.404389 0.284780 -3.715918 -0.1 -0.2 0.0
H -0.250649 -1.502118 -0.619069 -0.1 0.1 0.5
O 4.823451 -1.587602 6.184713 -0.5 0.8 -0.1
C -0.757513 2.270777 -2.446548 -0.1 -0.9 1.3
H -0.828371 3.044116 -3.173296 -0.2 0.5 -0.8
C 1.683260 -0.019378 2.679422 0.5 -0.1 -0.2
C -3.540324 -0.726283 -3.468796 -0.6 -0.4 0.0
C 0.707415 1.281479 -4.207591 0.7 -1.3 0.1
```
Forces are in eV/Å.

Computed properties:
Energy relative to the best compared isomer or geometry (same formula, charge and spin), kJ/mol: 116.3
E_LUMO, eV: -0.79
SMILES: CC1(C)C[C@@H](NC(=S)Nc2ccc([N+](=O)[O-])cc2)c2cc(Cl)ccc2O1
Total energy, eV: -52926.182
Largest force on an atom, eV/Å: 4.06
HOMO level, eV: -8.6674

Atomic partial charges in e from the Löwdin method, atoms 1 to 2: atom 1 (C): 0.010, atom 2 (C): -0.036

=====

A molecular structure, C18H18CrN6O2S3, computed with ωB97M-V with the def2-TZVPD basis set.

Structure (XYZ):
```
48
Properties=species:S:1:pos:R:3:forces:R:3
N -1.845221 0.150463 0.626415 0.0 0.0 0.0
H -6.410101 -3.880094 0.254096 0.0 0.0 0.0
O -0.750818 -1.867421 0.799107 0.1 0.0 0.0
N 2.928965 -0.192295 0.616141 0.0 0.0 0.0
H 1.824066 -0.123238 -4.980885 0.0 0.0 0.0
N 3.742220 0.096248 1.660454 0.0 0.0 0.0
H -0.269817 -1.262866 -4.225964 0.0 0.0 0.0
C 4.634935 0.725770 -0.905125 0.0 0.0 0.0
C 3.230216 -0.271348 2.823445 0.0 0.0 0.0
C -4.339527 -1.204024 0.408124 0.0 0.0 0.0
C 1.657782 -0.337168 -3.933204 0.0 0.0 0.0
N 3.996217 0.009994 3.896807 0.0 0.0 0.0
O -4.446558 0.133261 0.357457 0.0 0.0 0.0
C -1.033711 4.540031 0.735072 0.0 0.0 0.0
H -6.447673 -1.405020 0.182586 0.0 0.0 0.0
H 4.908041 0.407399 3.756770 0.0 0.0 0.0
C 0.495210 -0.968644 -3.522472 0.0 0.0 0.0
C -4.276775 -4.000776 0.492638 0.0 0.0 0.0
C -5.484762 -3.323930 0.339638 0.0 0.0 0.0
H 0.414613 4.345980 -0.859885 0.0 0.0 0.0
C -3.113108 -1.876529 0.560295 0.0 0.0 0.0
Cr 1.022125 -0.939250 0.838316 -0.2 -0.1 0.0
C 2.609186 0.022616 -2.992698 0.0 0.0 0.0
C 0.326840 -1.217238 -2.171154 0.0 0.0 0.0
C 2.374412 -0.260381 -1.653199 0.0 0.0 0.0
H 1.040660 5.160501 0.590476 0.0 0.0 0.0
C 3.325409 0.087900 -0.581260 0.0 0.0 0.0
S 1.009656 2.800104 0.887449 0.0 0.0 0.0
C -0.527030 1.967706 0.691482 0.0 0.0 0.0
C -5.517543 -1.945390 0.298412 0.0 0.0 0.0
H 5.210880 0.854877 0.004768 0.0 0.0 0.0
C -3.109597 -3.272674 0.601175 0.0 0.0 0.0
C 0.386143 4.368199 0.229083 0.0 0.0 0.0
H -1.556061 5.331823 0.199144 0.0 0.0 0.0
H -3.532799 0.501969 0.447814 0.0 0.0 0.0
H 3.520709 0.520096 -3.290257 0.0 0.0 0.0
N -0.576786 0.698230 0.736983 0.0 0.0 0.0
C -1.818180 -1.167100 0.677360 0.0 0.1 0.0
H -4.253008 -5.081341 0.529926 0.0 0.0 0.0
H 5.201454 0.110895 -1.607655 0.0 0.0 0.0
H 4.478790 1.702894 -1.369080 0.0 0.0 0.0
H 3.705935 -0.294163 4.806504 0.0 0.0 0.0
H -2.156335 -3.767598 0.727405 0.0 0.0 0.0
N 1.240792 -0.876480 -1.266890 0.0 0.0 0.0
H -1.042318 4.763999 1.801080 0.0 0.0 0.0
H -0.560067 -1.703630 -1.783819 0.0 0.0 0.0
S 1.714843 -1.054241 3.126005 0.1 0.0 0.0
S -1.932321 2.991887 0.441115 0.0 0.0 0.0
```
Forces are in eV/Å.

Computed properties:
Energy relative to the best compared isomer or geometry (same formula, charge and spin), kJ/mol: 0.3
2S+1: 5
E_LUMO (spin up / spin down), eV: -0.39 / -0.60
Total energy, eV: -92923.650
Largest force on an atom, eV/Å: 0.19
HOMO level (spin up / spin down), eV: -7.2924 / -7.7357

Atomic partial charges in e from the Löwdin method, atoms 1 to 2: atom 1 (N): 0.015, atom 2 (H): 0.101